a) C4H10NOS | wB97M-V/def2-TZVPD

- HOMO: -0.103 Ha
- Molecular weight: 120.2 g mol⁻¹

```
! wB97M-V def2-TZVPD RIJCOSX def2/J DEFGRID3
* xyz -1 1
H 1.76911 1.24415 1.74568
H 1.61813 2.04826 -0.64265
H -0.54728 -2.75559 -2.01061
O -1.94862 -0.10780 -1.04387
C 1.04797 1.15279 -0.27259
H -0.35704 0.42638 2.93221
C -0.10811 0.16660 1.88983
H 0.08545 1.14850 -0.81667
H 0.34091 2.25214 1.38857
N -0.51394 -1.85549 -1.51061
C -1.65763 -1.14145 -1.66109
H -2.40019 -1.52836 -2.44199
H 0.43595 -0.79528 1.86793
S 2.11283 -0.27908 -0.70077
C 0.77487 1.24983 1.20420
H 0.41357 -1.31404 -1.24543
H -1.06596 0.08844 1.31785
*
```

---

b) C4H10NOS | wB97M-V/def2-TZVPD

- SMILES string: [O-]CNCCCS
- HOMO: -0.090 Ha
- Molecular weight: 120.2 g mol⁻¹

```
! wB97M-V def2-TZVPD RIJCOSX def2/J DEFGRID3
* xyz -1 1
C -1.90191 -0.32604 -0.58491
C 2.28545 -0.76558 0.36197
H -1.65015 0.42783 1.66902
H 0.40533 -0.91588 1.29861
H -0.51860 0.62406 -1.90887
H 2.49191 -0.80945 -0.74404
H -1.47119 -1.32220 -0.66474
H -2.74325 -0.25803 -1.27907
S -2.64997 -0.21881 1.05383
H 2.42119 -1.80849 0.74797
O 2.99718 0.14724 0.98322
C -0.88094 0.73768 -0.88786
N 0.78796 -0.59091 0.42205
H 1.17685 1.13918 -0.55217
H 0.22877 1.47991 0.84242
C 0.36516 0.73072 0.05398
H -1.34378 1.72878 -0.81139
*
```

---

a) takes first place; second place is 164.2 kJ/mol up.

---

a) C7H8O | wB97M-V/def2-TZVPD

- SMILES string: C1=C[C@H]2CCOC2=C1
- HOMO: -0.293 Ha
- Molecular weight: 108.1 g mol⁻¹

```
! wB97M-V def2-TZVPD RIJCOSX def2/J DEFGRID3
* xyz 0 1
H -0.87792 0.96269 -1.38346
H 2.13011 1.72092 0.15054
C 0.01121 -0.91415 0.30294
H 3.18646 -0.51226 -0.40203
C 1.14946 -1.44493 -0.04194
H -2.66611 -0.33533 -0.85168
H 1.35232 -2.54183 -0.24083
C -1.98365 -0.16544 -0.03712
C 0.20838 0.53583 0.43511
H -1.44381 1.96300 -0.04691
H -2.54729 -0.19611 0.96434
C -1.05208 0.99187 -0.29585
C 2.15292 -0.36301 -0.20810
H 0.06340 0.89559 1.48689
C 1.56604 0.80840 0.09927
O -1.24944 -1.40525 0.06884
*
```

---

b) C7H8O | wB97M-V/def2-TZVPD

- SMILES string: C#C/C=C(\C)[C@@H]1CO1
- HOMO: -0.344 Ha
- Molecular weight: 108.1 g mol⁻¹

```
! wB97M-V def2-TZVPD RIJCOSX def2/J DEFGRID3
* xyz 0 1
C -0.68168 -1.42344 0.96708
H -1.97236 -1.43024 1.18609
C -0.10651 -0.03050 0.34367
C -0.46726 -0.98416 -2.05388
O 1.45035 1.19896 1.76812
H -1.11880 -2.28497 -3.78295
C -0.62227 -1.82710 -2.95156
H 1.77095 1.90616 -0.14138
H 1.12361 3.59116 1.02156
C 1.24027 2.30336 0.82860
C -0.02402 -0.12092 -0.95853
H 0.29716 0.70544 -1.52636
C 0.21615 1.11935 1.20289
H -0.20972 -1.84739 2.00102
H -0.30089 -2.25888 0.17385
H -0.59498 1.38316 1.92177
*
```

---

a) takes first place; second place is 470.4 kJ/mol up.

---

a) C7H8O | wB97M-V/def2-TZVPD

- SMILES string: O[C@H]1C#CCCC=C1
- HOMO: -0.338 Ha
- Molecular weight: 108.1 g mol⁻¹

```
! wB97M-V def2-TZVPD RIJCOSX def2/J DEFGRID3
* xyz 0 1
H 2.05305 1.80639 0.83815
H -2.37956 -0.36946 1.47824
H 0.79282 -0.09020 1.44439
H 2.33215 -0.99523 0.49437
C 1.37664 -0.32615 0.45793
H -2.46456 0.41008 -1.23485
H 0.91886 -2.03935 -0.44828
H 2.35349 1.39219 -0.84075
C -0.93126 -1.03825 -0.56667
C 0.40516 1.64211 -0.30105
C -0.79198 1.30561 -0.32996
H -1.26701 -2.01401 -0.99895
C 0.38859 -1.15775 -0.34086
C 1.73873 1.18534 0.05700
C -1.87185 0.17802 -0.42568
O -2.65325 0.11065 0.71697
*
```

---

b) C7H8O | wB97M-V/def2-TZVPD

- SMILES string: C1=C[C@H]2C=C[C@@H]1CO2
- HOMO: -0.312 Ha
- Molecular weight: 108.1 g mol⁻¹

```
! wB97M-V def2-TZVPD RIJCOSX def2/J DEFGRID3
* xyz 0 1
H 2.05244 0.70086 0.37917
C -0.84546 -0.74250 1.11462
H -0.22844 1.94799 0.95262
H 1.98980 -1.04911 -1.15753
C 0.04249 1.58276 -0.09475
H -2.29951 -0.51737 -0.53004
H -0.41550 -1.70497 -2.01557
C -1.20920 -0.40885 -0.29417
H 1.06143 -0.63150 2.05548
C 1.03808 0.45200 0.15121
C 0.43253 -0.43847 1.25057
H -1.61001 -1.13561 1.74646
H 0.23545 2.46290 -0.71719
O -1.14444 1.00724 -0.59501
C 1.04986 -0.51123 -0.98808
C -0.14951 -1.01416 -1.25778
*
```

---

b) takes first place; second place is 190.5 kJ/mol up.